{"formula": "C14H18ClN3O5PdS", "method": "the ωB97M-V functional and the def2-TZVPD basis", "gap_ev": 3.0, "charge": -2, "e_homo_ha": 0.046, "energy_ev": -56346.35982, "molar_mass_da": 482.3, "spin_multiplicity": 1, "e_above_lowest_kj_mol": 71.6, "symbols": ["Pd", "N", "C", "N", "O", "H", "H", "H", "H", "N", "S", "C", "C", "C", "C", "C", "C", "C", "C", "C", "C", "C", "C", "H", "H", "H", "H", "H", "H", "H", "H", "H", "H", "H", "C", "H", "H", "H", "O", "Cl", "O", "O", "O"], "positions_angstrom": [[-0.3262, -0.0924, -0.0686], [-0.1442, 2.1482, 4.1038], [-0.3650, 1.0182, 3.2687], [-1.2942, 1.2344, 2.3140], [0.2199, -0.0266, 3.5270], [-0.2253, 3.0291, 3.6101], [0.7397, 2.0549, 4.5798], [-1.4411, 2.2206, 2.1374], [-1.2549, 0.7074, 1.3475], [1.8561, -0.5481, -0.2534], [2.8237, 0.6760, -0.2964], [3.2077, 1.3208, 1.3428], [2.9406, 2.6524, 1.5994], [3.0781, 3.1351, 2.8982], [3.4808, 2.2862, 3.9145], [3.7484, 0.9466, 3.6449], [3.5995, 0.4605, 2.3594], [4.5050, 0.0185, -0.6213], [4.5670, -1.1449, -1.3708], [5.8021, -1.6490, -1.7702], [6.9678, -0.9800, -1.4368], [6.8995, 0.2078, -0.7180], [5.6687, 0.7130, -0.3186], [2.0774, -1.2250, 0.4766], [2.6229, 3.3136, 0.8051], [2.8428, 4.1722, 3.1007], [3.5712, 2.6598, 4.9285], [4.0559, 0.2807, 4.4412], [3.7989, -0.5832, 2.1421], [3.6381, -1.6501, -1.6124], [5.8484, -2.5658, -2.3462], [7.9305, -1.3834, -1.7286], [7.8076, 0.7438, -0.4686], [5.6142, 1.6350, 0.2485], [-2.3320, -0.4885, -0.6179], [-2.8836, -0.9794, 0.1977], [-2.3701, -1.1509, -1.4939], [-2.8789, 0.4319, -0.8726], [-1.0703, 4.8282, -0.3913], [0.0493, 4.2632, 0.3273], [-0.2225, 4.3166, 1.7649], [1.2482, 5.0662, 0.0624], [0.2772, 2.8861, -0.0734]], "atomic_forces_ev_per_a": [[0.19, -1.10, -1.28], [-0.13, -0.05, -0.10], [0.09, 0.32, 0.32], [-0.21, 0.16, -0.60], [-0.03, -0.18, -0.05], [0.12, 0.00, -0.02], [0.04, -0.02, -0.04], [-0.06, -0.03, 0.01], [0.16, -0.09, 1.06], [-0.36, -0.08, 0.08], [0.32, 0.23, 0.24], [-0.28, -0.10, 0.03], [0.10, 0.16, 0.04], [0.04, 0.03, -0.12], [0.02, -0.03, 0.05], [0.02, 0.00, -0.03], [0.15, -0.01, 0.04], [-0.12, 0.16, -0.28], [0.13, -0.23, 0.03], [-0.20, -0.01, 0.03], [0.10, 0.03, 0.03], [-0.09, 0.05, 0.02], [0.16, 0.01, 0.07], [0.02, 0.04, 0.05], [-0.12, 0.00, -0.01], [-0.02, 0.00, -0.01], [0.00, -0.01, -0.01], [-0.04, -0.01, 0.02], [-0.09, -0.01, 0.02], [0.01, 0.02, -0.01], [-0.01, -0.01, 0.02], [-0.01, 0.03, -0.04], [0.00, 0.00, 0.03], [0.00, -0.01, -0.01], [0.09, 0.34, 0.38], [-0.06, -0.03, -0.03], [0.04, -0.01, -0.01], [-0.04, -0.02, -0.03], [0.21, -0.09, 0.16], [0.26, -0.19, -0.09], [0.02, 0.00, -0.28], [-0.36, -0.30, 0.10], [-0.06, 1.05, 0.23]], "nbo_charge": [-0.2064, -0.8931, 0.7798, -0.8578, -0.7076, 0.3906, 0.3644, 0.3776, 0.4075, -1.1106, 1.1393, -0.2802, -0.1930, -0.1994, -0.2261, -0.2282, -0.1387, -0.1431, -0.2580, -0.2044, -0.2409, -0.2203, -0.2479, 0.3600, 0.2677, 0.2192, 0.1975, 0.2009, 0.2030, 0.2534, 0.2002, 0.1963, 0.1999, 0.2271, -1.1262, 0.1603, 0.1557, 0.1643, -0.8609, 2.5178, -0.9121, -0.9004, -0.8271]}

=====

{"formula": "C14H18F18LiN4O12S6", "method": "the ωB97M-V functional and the def2-TZVPD basis", "gap_ev": 7.3, "charge": -1, "e_homo_ha": -0.233, "energy_ev": -159466.24924, "molar_mass_da": 975.6, "spin_multiplicity": 1, "e_above_lowest_kj_mol": 597.9, "symbols": ["Li", "C", "C", "C", "N", "C", "C", "C", "C", "C", "H", "H", "H", "H", "H", "H", "H", "H", "H", "H", "H", "H", "H", "H", "H", "H", "H", "H", "C", "F", "F", "F", "S", "O", "O", "N", "S", "O", "O", "C", "F", "F", "F", "C", "F", "F", "F", "S", "O", "O", "N", "S", "O", "O", "C", "F", "F", "F", "C", "F", "F", "F", "S", "O", "O", "N", "S", "O", "O", "C", "F", "F", "F"], "positions_angstrom": [[1.8314, -0.2005, 1.1517], [-0.2484, 1.6647, -0.7066], [-0.6327, 1.2803, -2.1180], [-1.8177, 0.2077, -2.3044], [-2.0783, -0.2240, -3.7836], [-0.9626, -1.1839, -4.0662], [-3.3911, -0.9621, -3.9897], [-4.2271, -0.3378, -5.1439], [-3.0814, 0.4118, -5.9375], [-2.0889, 0.8685, -4.9354], [-1.0105, 2.1014, -0.0613], [0.4774, 2.4612, -0.8705], [0.2920, 0.9095, -0.1358], [0.2821, 1.2392, -2.7091], [-1.1678, 2.1604, -2.4748], [-2.7622, 0.4601, -1.8223], [-1.6042, -0.7728, -1.8788], [-1.2666, -1.6086, -5.0229], [-1.0371, -2.1240, -3.5197], [-0.0324, -0.6169, -4.0307], [-3.3747, -2.0115, -4.2840], [-3.8834, -1.0328, -3.0197], [-4.6438, -1.1088, -5.7920], [-4.9394, 0.4127, -4.8013], [-2.7044, -0.1838, -6.7689], [-3.4132, 1.2709, -6.5206], [-1.1436, 1.1071, -5.4229], [-2.3852, 1.7708, -4.4005], [3.6196, -1.8233, 3.2145], [2.5789, -2.2937, 2.5469], [4.0552, -2.6606, 4.1249], [4.6417, -1.5077, 2.3171], [3.0815, -0.2242, 4.0924], [1.8127, -0.4491, 4.8203], [4.1699, 0.2587, 4.9308], [2.5990, 0.7314, 2.7662], [2.7550, 2.1993, 3.3596], [1.7719, 2.5898, 4.2997], [4.1201, 2.5115, 3.7293], [2.2089, 3.2354, 1.7844], [2.9153, 4.3153, 1.5970], [2.2222, 2.4170, 0.7268], [0.9912, 3.6104, 1.8735], [-2.7688, -0.9111, 2.5143], [-2.8573, -1.6887, 3.5904], [-2.3392, -1.5752, 1.5120], [-3.9414, -0.3799, 2.1969], [-1.4670, 0.4211, 2.8487], [-0.1622, 0.0765, 2.2069], [-1.8411, 1.6908, 2.2684], [-1.3810, 0.4047, 4.5834], [-2.4928, 1.5735, 4.8529], [-2.1639, 2.9885, 4.9865], [-3.7258, 1.3584, 4.1150], [-3.1824, 1.0181, 6.6304], [-2.3518, 1.5547, 7.5530], [-4.4289, 1.4339, 6.7658], [-3.1354, -0.3500, 6.6106], [2.6245, -4.1696, -0.1002], [3.0507, -4.9819, -1.0790], [1.9752, -4.8743, 0.8286], [3.7027, -3.5844, 0.4656], [1.5637, -2.6983, -0.8273], [1.3633, -3.0205, -2.2271], [0.3413, -2.8173, -0.0566], [2.4805, -1.1920, -0.3502], [3.3246, -0.8965, -1.5855], [4.2191, -2.0129, -1.9354], [2.5875, -0.3596, -2.7237], [4.4240, 0.7119, -1.1906], [5.1151, 0.5529, -0.0633], [5.2931, 1.1003, -2.1080], [3.6446, 1.7574, -1.0966]], "atomic_forces_ev_per_a": [[-0.67, 0.46, 1.06], [0.70, 0.25, 0.31], [-2.66, 0.20, -0.42], [1.22, -0.43, -0.14], [0.58, -0.37, -0.85], [-0.83, -0.52, -1.43], [-1.70, -0.21, 0.38], [2.03, 1.31, -0.11], [-1.53, -0.28, -0.71], [0.14, 0.14, 1.62], [-0.28, -0.39, -0.15], [0.05, 0.06, 0.19], [-0.37, -0.18, -0.21], [-0.25, -1.04, -0.25], [0.25, 0.46, -0.30], [0.08, 0.82, -0.30], [0.40, 0.11, 0.29], [0.90, 0.54, -0.78], [0.35, 0.66, 1.12], [0.11, -0.70, 0.03], [1.48, -0.05, 0.14], [-0.19, 0.52, -0.06], [-0.35, 0.19, 0.38], [-0.21, -0.35, -0.02], [0.53, -0.58, 0.52], [-0.47, 0.28, 0.39], [0.43, -0.60, 0.69], [-0.29, 0.04, -0.20], [1.11, 2.47, -0.48], [0.06, -0.40, -0.10], [0.00, -0.40, -0.32], [-1.50, -0.85, 1.27], [-3.07, 0.90, 2.20], [2.49, -0.94, -1.38], [-0.61, -1.38, -1.65], [1.90, -1.43, 1.29], [1.20, 2.42, -0.92], [-1.06, 0.09, 0.63], [-0.66, 0.44, -1.19], [0.76, -2.11, 1.46], [1.45, 0.58, -0.43], [0.88, -0.22, -0.87], [-2.77, 0.77, 0.88], [0.13, 1.76, 1.77], [-0.39, -0.02, -0.40], [0.71, -1.90, -2.23], [-0.11, -0.27, 0.08], [4.00, 1.62, 0.93], [-1.97, -1.57, 1.31], [-1.14, -0.43, -0.04], [-0.70, 1.60, -3.41], [-2.47, 1.02, 2.42], [0.75, -1.71, 0.15], [-0.04, -0.41, -0.15], [2.61, -0.11, -2.78], [-1.19, -0.87, 0.17], [0.35, -0.16, 0.57], [-0.35, 1.32, 1.04], [1.51, 1.07, -0.02], [-0.63, 0.49, 0.63], [0.13, 0.56, -0.84], [-0.63, -0.83, -0.20], [-1.23, -1.31, 0.93], [1.00, 1.04, 0.74], [1.13, 1.22, 0.16], [-3.08, -2.99, 0.74], [3.83, 0.73, -5.12], [-0.84, 1.58, 0.86], [-0.09, 0.04, 0.71], [0.18, -0.47, 0.79], [-0.28, -0.32, 0.27], [0.55, -1.38, -1.16], [-1.44, 0.37, 0.51]], "lowdin_charge": [0.5739, -0.0879, -0.1821, -0.0454, -0.2230, 0.0047, -0.1104, -0.1016, -0.1762, -0.0828, 0.0818, 0.0795, 0.0413, 0.1035, 0.0940, 0.1318, 0.1190, 0.1028, 0.1097, 0.1083, 0.1284, 0.1286, 0.1114, 0.1129, 0.1140, 0.1184, 0.1398, 0.1293, -0.6319, 0.1242, 0.1723, 0.0798, 0.6831, -0.3079, -0.2901, -0.3897, 0.5599, -0.2605, -0.3102, -0.6938, 0.1716, 0.0641, 0.1877, -0.7269, 0.1453, 0.1697, 0.1386, 0.6991, -0.3916, -0.3281, -0.2607, 0.6086, -0.3069, -0.3637, -0.5976, 0.1029, 0.1400, 0.0794, -0.5978, 0.1384, 0.1521, 0.0964, 0.7285, -0.3052, -0.3063, -0.3666, 0.5471, -0.3119, -0.3422, -0.6481, 0.1392, 0.1533, 0.1327]}

=====

- What is the formula in the first record?
  C14H18ClN3O5PdS